No. 1
Density functional theory data (ωB97M-V/def2-TZVPD) for C29H35O5SeTl as an isolated structure.

```
71
Properties=species:S:1:pos:R:3
Tl 0.02 -0.30 2.86
Se -0.10 2.18 4.35
O -1.61 1.47 -1.40
O 1.82 -0.68 -6.56
O -1.33 -2.29 -5.87
O -1.29 -0.27 -6.72
O 2.51 -1.25 -4.49
C 0.61 2.23 -1.98
C 0.20 -0.59 -4.86
C 2.23 0.43 3.38
C 1.67 -1.76 3.66
C -2.32 -0.15 2.97
C -1.28 1.73 7.01
C -1.28 1.39 8.37
C -0.08 1.09 9.02
C 1.84 -0.53 4.34
C -1.43 0.06 -1.52
C 2.27 -0.20 2.12
C -0.20 -1.14 -3.48
C -1.33 -0.23 -3.02
C -1.85 -0.36 4.28
C -2.02 -1.29 2.19
C -0.83 2.10 -2.45
C 1.12 1.17 8.31
C 1.91 -1.55 2.29
C -1.44 3.47 -2.68
C 1.12 1.51 6.95
C -1.27 -1.65 4.32
C 3.04 -1.18 -7.12
C -1.04 1.15 -3.65
C -1.37 -2.22 3.03
C 0.11 0.94 -4.64
C -0.83 -1.03 -5.91
C -0.08 1.76 6.28
C -0.65 -3.43 -6.40
C 1.63 -0.91 -5.25
H 0.20 -3.12 -7.00
H 1.11 1.27 -1.87
H -2.28 -0.42 -1.04
H 0.67 -1.04 -2.83
H -1.01 3.93 -3.57
H -2.23 1.95 6.54
H 2.07 1.56 6.43
H -2.78 0.75 2.60
H -0.08 0.82 10.07
H -0.52 -0.26 -1.00
H 3.07 -2.27 -7.05
H -2.28 -0.60 -3.39
H 1.06 1.27 -4.22
H -1.92 1.49 -4.20
H 1.20 2.83 -2.67
H -0.99 -3.18 2.73
H -0.81 -2.10 5.18
H -2.22 -1.42 1.14
H 1.86 -2.30 1.51
H -2.52 3.39 -2.81
H -1.25 4.13 -1.83
H 3.90 -0.77 -6.59
H 2.38 1.48 3.56
H -0.48 -2.19 -3.49
H 0.63 2.73 -1.02
H -0.04 1.46 -5.58
H 1.38 -2.69 4.12
H -2.22 1.34 8.92
H 3.05 -0.87 -8.16
H -1.37 -3.92 -7.05
H 1.70 -0.35 5.39
H 2.47 0.29 1.18
H 2.05 0.95 8.82
H -0.33 -4.13 -5.64
H -1.92 0.33 5.10
```

For the relative energy (zero: lowest compared OMol25 entry of this formula, charge and spin), the calculation gives 110.4 kJ/mol. The energy comes out at -110910.3867 eV. Its total charge is -2. The value obtained for the HOMO-LUMO gap (alpha / beta) is 1.429 / 1.412 eV.

---

No. 2
Density functional theory data (ωB97M-V/def2-TZVPD) for C18H28BiClIN3OP2 as an isolated structure.

```
55
Properties=species:S:1:pos:R:3
Bi -0.08 0.14 -1.38
I -0.02 0.25 -5.22
Cl -0.01 -2.28 -2.02
P 2.75 -0.07 -1.34
P -2.79 0.01 -1.35
O 0.01 2.70 -6.87
N -0.26 -0.53 0.93
N 0.06 -0.49 3.13
N -0.35 1.58 9.61
C 0.61 -1.69 2.65
C -0.01 0.76 -8.36
C 0.76 -0.23 6.77
C 3.69 1.09 -0.30
C -3.33 -1.61 -0.72
C -3.72 1.16 -0.29
C 0.36 -1.73 1.33
C -0.80 1.02 4.82
C -0.48 0.16 2.07
C 0.00 1.51 -7.05
C 0.81 -0.68 5.45
C 3.46 0.14 -3.01
C -3.52 0.16 -3.00
C -0.94 1.39 6.15
C 3.44 -1.67 -0.82
C -0.25 1.22 8.50
C -0.14 0.79 7.13
C 0.04 -0.04 4.47
H 1.47 -1.52 5.19
H 4.54 -0.07 -2.97
H 2.97 -0.54 -3.71
H 0.00 1.49 -9.18
H 3.38 0.97 0.75
H -3.36 1.18 -3.39
H -3.04 -0.55 -3.69
H 2.96 -2.49 -1.38
H 0.89 0.13 -8.44
H -3.04 -1.72 0.33
H 3.28 -1.83 0.26
H -1.66 2.15 6.43
H -1.37 1.55 4.06
H -3.43 1.03 0.76
H 3.50 2.12 -0.62
H 4.77 0.87 -0.39
H -3.52 2.20 -0.60
H 1.41 -0.67 7.53
H 3.30 1.17 -3.36
H 0.55 -2.53 0.64
H -4.60 -0.05 -2.94
H 4.52 -1.67 -1.03
H -4.80 0.95 -0.39
H -0.99 1.11 2.15
H 1.13 -2.40 3.28
H -2.86 -2.42 -1.30
H -0.91 0.14 -8.44
H -4.42 -1.67 -0.80
```

For the relative energy (zero: lowest compared OMol25 entry of this formula, charge and spin), the calculation gives 0.0 kJ/mol. The energy comes out at -70665.2117 eV. Its total charge is +2. The value obtained for the HOMO-LUMO gap is 6.890 eV.

---

No. 3
Density functional theory data (ωB97M-V/def2-TZVPD) for one molecule with the formula C5H7NO.

```
14
Properties=species:S:1:pos:R:3
O 0.52 2.55 -0.93
N -0.88 -0.05 -2.53
C 0.45 1.18 -0.79
C -0.19 0.45 -1.70
C -0.21 -1.62 1.54
C 0.50 0.56 0.49
C 0.44 -0.81 0.47
H 0.97 -1.37 -0.30
H 0.51 -2.11 2.19
H 1.03 2.91 -0.19
H -0.89 -0.99 2.14
H -1.63 0.57 -2.85
H -0.83 -2.39 1.07
H 0.23 1.12 1.38
```

For the relative energy (zero: lowest compared OMol25 entry of this formula, charge and spin), the calculation gives 346.7 kJ/mol. The energy comes out at -8832.6099 eV. Its total charge is 0. The value obtained for the HOMO-LUMO gap is 8.035 eV.

---

No. 4
Density functional theory data (ωB97M-V/def2-TZVPD) for an isolated ion of composition C4H6F3O2S and charge +1.

```
16
Properties=species:S:1:pos:R:3
S 0.50 0.20 1.06
F 0.99 -2.84 -2.47
F -1.27 -2.21 -2.42
F 0.38 -0.74 -3.03
O 0.72 -2.31 0.01
O -0.33 -0.32 -0.31
C 0.89 1.87 0.46
C -0.99 0.65 1.96
C 0.16 -1.54 -0.72
C 0.07 -1.83 -2.24
H -1.61 -0.14 2.21
H 0.12 2.57 0.84
H -0.70 1.03 2.95
H -1.57 1.52 1.47
H 0.77 1.89 -0.65
H 1.87 2.19 0.88
```

For the relative energy (zero: lowest compared OMol25 entry of this formula, charge and spin), the calculation gives 20.2 kJ/mol. The energy comes out at -27318.9622 eV. Its total charge is +1. The value obtained for the HOMO-LUMO gap is 10.804 eV.

---

No. 5
Density functional theory data (ωB97M-V/def2-TZVPD) for C10H12N4OS2 as an isolated structure.

```
29
Properties=species:S:1:pos:R:3
S 4.51 -1.60 0.34
S -2.98 2.26 0.64
O -5.07 -1.62 -0.65
N 4.55 -0.29 -0.58
N 3.00 -1.49 0.87
N -1.82 -0.11 0.35
N -0.51 1.79 0.00
C -3.08 -0.79 0.54
C 2.95 1.50 -1.15
C 0.75 1.23 -0.12
C 2.44 -0.40 0.34
C -3.84 -0.98 -0.79
C 3.36 0.31 -0.52
C -1.72 1.23 0.32
C 1.68 1.93 -0.95
C 1.14 0.08 0.54
C -5.01 -3.00 -0.39
H -0.57 2.79 -0.15
H -3.70 -0.18 1.21
H -4.36 -3.51 -1.12
H -2.88 -1.75 1.01
H -4.64 -3.21 0.62
H -3.19 -1.53 -1.50
H -1.10 -0.64 -0.11
H 0.50 -0.44 1.24
H -6.02 -3.38 -0.48
H -4.06 0.01 -1.21
H 3.64 2.04 -1.78
H 1.33 2.84 -1.42
```

For the relative energy (zero: lowest compared OMol25 entry of this formula, charge and spin), the calculation gives 0.0 kJ/mol. The energy comes out at -40242.7799 eV. Its total charge is 0. The value obtained for the HOMO-LUMO gap is 7.496 eV.